[1]
Density functional theory data (ωB97M-V with the def2-TZVPD basis set) for a single C4H7NO molecule.

The geometry in XYZ format:
```
13
Properties=species:S:1:pos:R:3:forces:R:3
N -0.9435 0.5517 -0.1784 -0.1096 -0.1188 0.3860
H 2.1791 0.2612 -1.4541 -0.1168 0.1103 0.0579
C 0.2467 -0.1652 -0.5999 0.1729 -0.2153 0.0707
H 0.9148 1.4269 -1.9125 0.0345 -0.0890 0.1080
C 1.3042 0.8131 -1.0955 0.0188 0.0252 -0.0257
C -1.4304 0.3957 0.9638 -0.1048 0.1037 -0.3858
H 0.6874 -0.7868 0.2183 -0.0478 0.1992 -0.3717
H -2.2724 0.9670 1.3463 0.0909 -0.0924 -0.0691
C -0.4146 -1.6394 1.6732 -0.3212 -0.0442 0.3317
H 1.6201 1.4784 -0.2848 -0.0411 -0.1086 -0.1384
O -0.8762 -0.4333 1.9462 0.3056 -0.1608 -0.0021
H -0.9711 -2.0128 0.7781 0.0604 0.2418 -0.1158
H -0.0442 -0.8567 -1.4008 0.0582 0.1489 0.1543
```
Forces are in eV/Å.

Values from the calculation:
M (u): 85.11
F_max (eV/A): 0.46
E_HOMO (eV): -8.971
E_tot (eV): -7795.04113


[2]
Density functional theory data (ωB97M-V with the def2-TZVPD basis set) for a 2-piece molecular cluster, C3H7N2O2S overall.

The geometry in XYZ format:
```
15
Properties=species:S:1:pos:R:3:forces:R:3
C -0.2740 0.4450 1.8886 -0.4866 3.7329 -2.3184
H 1.5138 -1.3804 -0.7235 0.3709 0.2347 -0.5292
N -1.1140 -0.2607 -2.0820 -1.1711 -1.5556 0.9418
H -1.4773 -1.2373 -1.8782 0.6851 1.5772 -0.6125
C 1.1986 0.2862 -0.1201 2.1122 3.1853 -1.0093
S 0.1465 -2.0029 0.9469 0.0999 -0.1770 -1.2121
H -0.1952 1.5945 1.6900 0.0895 -1.7772 0.5399
H -0.2554 -0.3474 -2.6440 0.1838 0.4089 1.0240
H 0.2624 0.2186 2.7728 1.0390 -0.5067 0.4504
N -1.1921 0.3599 -0.8189 1.2637 -1.6316 1.6004
C 0.1258 -0.2750 0.5958 -2.9837 -1.7728 1.8490
H -0.7700 1.2660 -0.7623 0.2854 0.7344 -0.9357
H -1.3023 0.3263 2.1357 -0.9629 -0.6312 -0.1244
O 1.8471 -0.4753 -1.0259 -0.8303 -0.8298 1.0096
O 1.4861 1.4826 0.0252 0.3050 -0.9915 -0.6736
```
Forces are in eV/Å.

Values from the calculation:
Total charge: -1
M (u): 135.17
F_max (eV/A): 4.42
E_HOMO (alpha / beta) (eV): -3.299 / -3.300
E_tot (eV): -21134.28172


[3]
Density functional theory data (ωB97M-V with the def2-TZVPD basis set) for a single C9H24O2Si2 molecule.

The geometry in XYZ format:
```
37
Properties=species:S:1:pos:R:3:forces:R:3
O 0.6494 -1.0765 2.0250 0.0634 -2.0916 0.0316
H -0.5636 -3.3240 4.0903 -0.9236 -0.3174 0.4006
C -0.3303 -0.4087 -0.1456 -1.2206 -1.4796 0.7348
C 0.0168 0.5430 -1.2525 -1.6974 2.2199 -0.0729
O -1.1407 0.7336 -2.0521 -1.5376 1.5414 -1.1571
H 0.2875 1.5942 -0.8502 0.2864 -1.8772 -0.2895
C 0.2812 -2.7774 4.4505 1.2851 0.0070 -1.0458
H 2.7020 -0.8587 3.9863 0.7623 -0.5728 -0.5442
H 0.6693 -4.0810 1.1795 -1.2173 -0.8485 -0.6374
C -1.4490 3.5372 -1.3725 -1.2088 1.5240 0.1375
H 0.0342 -1.8004 4.8694 -0.1964 -0.2226 0.0901
C -3.5348 2.3184 -3.2610 1.6886 -0.3412 0.6356
H -0.8550 3.6230 -4.6747 0.3303 -0.5429 0.0466
H -3.8290 1.3610 -3.7198 -0.1167 0.6073 -0.0449
H 0.7238 0.1610 -1.9606 1.1704 -0.2292 0.1680
C 2.9544 -1.8525 3.5386 -1.5307 1.3244 -1.0114
H 1.3691 0.3394 0.9163 -0.1460 0.2831 -0.6009
H 2.2813 -4.5405 1.8222 -0.2679 -0.1643 0.0155
C 0.8777 -0.6117 0.6721 2.5117 0.5608 1.6545
H -1.1682 -0.0761 0.5377 0.7963 -0.0100 -1.0458
H -1.6795 4.5644 -1.7903 0.6217 -0.9760 0.2400
H 2.1224 -3.1694 0.6765 -0.8806 -0.8782 1.3658
H 3.6423 -1.8786 2.7060 0.4874 0.6150 0.0010
C -0.5404 2.6406 -4.2661 0.1472 -0.4355 0.3699
H 1.6559 -1.1222 0.0228 -0.6904 -0.2423 1.1343
H -4.1922 2.5907 -2.4179 0.2868 -0.2346 -0.3928
H -0.4425 3.4761 -1.0592 1.5198 0.5128 0.1215
Si -1.6536 2.2502 -2.7166 -0.7516 -1.6255 -0.0520
H -1.9702 3.5745 -0.3803 -0.1882 -0.8031 -1.0861
H -3.4732 3.1591 -3.9686 -0.4882 -0.3861 -0.0756
C 1.5949 -3.7430 1.5367 1.9417 1.8173 -0.1243
H 0.4734 2.7371 -3.8336 -0.2461 0.2721 -0.2397
H 3.2679 -2.4982 4.2839 0.9027 -1.2468 1.6094
H -0.6023 -1.4399 -0.5321 -0.1129 1.2801 0.0473
Si 1.3194 -2.4467 2.8943 -0.1150 1.7183 -1.2728
H 0.9001 -3.3761 5.1508 -0.5316 0.3346 -0.3445
H -0.3984 1.8783 -5.1050 -0.7341 0.9073 1.2337
```
Forces are in eV/Å.

Values from the calculation:
M (u): 220.46
SMILES string: C[Si](C)(C)OCCCO[Si](C)(C)C
F_max (eV/A): 3.06
E_HOMO (eV): -9.460
E_tot (eV): -29574.49688


[4]
Density functional theory data (ωB97M-V with the def2-TZVPD basis set) for a 2-piece molecular cluster, C7H11N5O3S overall.

The geometry in XYZ format:
```
27
Properties=species:S:1:pos:R:3:forces:R:3
H 3.9810 -1.9959 5.4342 1.4833 0.4451 -0.6387
O -0.7524 -0.3960 -0.1244 0.7210 -0.2090 -1.6742
N -2.2528 0.6977 -1.5224 3.0328 -2.9591 -2.9615
N -2.5404 0.8659 -5.1030 -0.9444 1.2994 0.8007
H 3.1361 0.3778 3.1357 1.1515 0.5982 -0.5559
C -0.9178 -0.1254 -1.2823 -3.2621 1.7831 1.7432
H 2.6675 -1.4180 6.2312 -1.0146 1.6466 1.2793
C -2.6819 0.8075 -2.7495 -0.1040 1.7870 -0.7883
C 2.9963 0.1405 4.1691 3.2359 0.4235 0.2906
O 0.4256 0.4102 -4.4879 -0.1431 0.0860 -0.5628
C -0.4648 0.2118 -3.7528 -1.0603 -0.0773 1.0522
O 1.5511 -0.6669 2.0062 -0.1795 -0.5297 -0.0993
H 3.9136 0.2626 4.9160 -1.9491 -0.3386 -2.0487
H -2.1747 -0.9254 -4.0073 -0.2249 1.0433 0.1344
C 2.9340 -1.8854 5.3443 0.4049 -1.9455 0.1987
H -3.8518 2.4469 -5.3096 -0.8780 0.6945 -0.3474
N 2.5234 -1.2023 4.1486 0.2103 -0.5356 1.3169
H 2.2598 0.8133 4.4196 -1.9900 1.3980 1.1681
H 2.6454 -2.8829 5.5150 -1.1845 -1.4025 -0.7035
C -2.0140 0.1962 -3.9335 0.6056 -1.1772 -1.0428
N -3.5257 1.7131 -3.2806 -1.0990 1.1539 3.0364
H -4.0360 2.4256 -2.6640 0.8334 -1.3894 -1.4928
N -0.2160 -0.2382 -2.4107 0.9451 -0.6764 0.4351
H 0.6926 -0.6389 -2.2420 0.4898 -0.0238 -0.2332
H -2.6301 1.0138 -0.7058 -1.5037 1.2742 2.4848
C -3.3950 1.7454 -4.6705 2.5053 -2.5789 -0.7069
S 1.7273 -1.7531 2.9267 -0.0815 0.2104 -0.0843
```
Forces are in eV/Å.

Values from the calculation:
Total charge: +2
M (u): 245.26
F_max (eV/A): 5.17
E_HOMO (eV): -16.677
E_tot (eV): -31847.45235